Here is a 2-piece molecular cluster, C38H50ClF4N2O8S overall at a distorted geometry from the Open Molecules 2025 dataset. Energies are from the ωB97M-V functional and the def2-TZVPD basis.

**Maximum force**: 5.603 eV Å⁻¹
**Charge**: +1
**LUMO level**: -3.5175 eV
**Total energy**: -3446.777519 Ha

Each line ends with the Mulliken charge.
Positions of all 104 atoms, in Å:
C: -3.700 -0.756 2.545  -1.2205
C: -2.478 -0.221 2.498  -0.6215
C: -1.954 0.992 1.729  1.3877
S: -2.616 2.251 3.011  1.4079
O: -2.489 3.624 2.600  -0.5932
O: -4.038 2.073 3.218  -0.7135
C: -1.977 1.890 4.746  0.5640
F: -2.938 1.491 5.538  -0.1770
F: -0.956 1.039 4.825  -0.1328
F: -1.561 3.068 5.193  -0.1920
C: -0.397 1.200 1.735  0.5292
Cl: 0.318 2.631 2.642  -0.1137
C: 0.683 0.094 1.892  -0.1265
C: 0.567 -0.954 2.980  -0.7181
O: 1.035 -0.938 4.077  -0.5117
F: -0.133 -2.076 2.600  -0.1434
C: -0.142 1.718 0.228  -2.0192
C: -1.503 2.166 -0.409  1.2163
C: -1.807 3.703 -0.428  -1.1470
C: -0.649 4.708 -0.250  -0.0942
C: -0.643 5.475 1.080  0.0945
O: -1.646 6.055 1.424  -0.5360
O: 0.468 5.599 1.853  -0.5422
C: -1.201 1.894 -1.928  -0.9877
C: 0.001 2.653 -2.528  -0.6899
O: -0.238 3.664 -3.158  -0.5298
C: 1.458 2.289 -2.359  0.8478
C: 2.314 3.357 -2.147  -0.7621
C: 3.668 3.209 -1.994  -0.8082
C: 4.206 1.924 -2.024  -0.6699
C: 3.358 0.871 -2.234  -0.7638
C: 2.000 1.015 -2.421  0.2900
N: -2.417 1.185 0.312  1.7987
C: -3.847 1.727 0.319  -1.4511
C: -4.575 1.991 -1.005  -0.9506
C: -5.543 0.869 -1.509  -1.0520
C: -6.670 0.530 -0.534  -0.6315
O: -7.570 1.620 -0.298  -0.3895
C: -7.379 2.073 1.021  0.2864
O: -7.899 1.503 1.933  -0.4397
C: -2.649 -0.134 -0.428  -2.0576
C: -1.693 -1.309 -0.370  -0.2965
C: -2.124 -2.483 0.243  -0.4948
C: -1.368 -3.623 0.305  -1.1644
C: -0.100 -3.679 -0.253  -0.5958
C: 0.335 -2.553 -0.911  -0.8621
C: -0.452 -1.431 -0.965  1.5052
H: -4.391 -0.932 1.723  0.0548
H: -4.099 -1.007 3.529  0.3697
H: -1.808 -0.668 3.234  0.4551
H: 1.617 0.609 2.132  0.8115
H: 0.957 -0.430 0.968  0.0776
H: 0.676 2.425 0.328  1.4259
H: 0.277 0.974 -0.448  -0.6464
H: -2.212 3.910 -1.424  0.7405
H: -2.587 4.083 0.241  0.6557
H: -0.799 5.492 -1.002  0.5319
H: 0.359 4.327 -0.453  -0.3180
H: 1.159 5.023 1.500  0.3475
H: -1.039 0.831 -2.161  0.7992
H: -2.040 2.150 -2.585  0.7745
H: 1.908 4.367 -2.131  0.5038
H: 4.309 4.074 -1.860  0.4531
H: 5.278 1.828 -1.889  0.4417
H: 3.769 -0.137 -2.256  0.6203
H: 1.358 0.162 -2.619  0.3297
H: -4.507 1.106 0.933  0.9632
H: -3.913 2.666 0.874  0.8884
H: -3.981 2.282 -1.875  0.0788
H: -5.259 2.836 -0.846  0.5864
H: -6.012 1.302 -2.403  0.5714
H: -5.003 -0.013 -1.873  0.3136
H: -7.263 -0.272 -0.993  0.4509
H: -6.293 0.102 0.407  0.2935
H: -6.748 2.974 1.124  0.3320
H: -3.618 -0.541 -0.137  1.1216
H: -2.820 0.041 -1.494  1.1147
H: -3.116 -2.570 0.682  0.4278
H: -1.753 -4.511 0.800  0.4223
H: 0.471 -4.596 -0.148  0.4568
H: 1.318 -2.572 -1.378  0.6067
H: -0.030 -0.605 -1.527  -0.7992
C: 4.240 -2.922 0.621  -1.3139
C: 4.345 -4.082 -0.360  -0.3813
N: 5.300 -3.863 -1.428  0.2154
C: 5.206 -4.853 -2.492  -0.6617
C: 5.543 -6.308 -2.153  -1.0049
C: 6.651 -3.517 -1.012  -0.7126
C: 7.398 -4.505 -0.108  -1.0144
H: 3.990 -1.991 0.105  0.0963
H: 3.452 -3.126 1.349  0.4354
H: 5.163 -2.772 1.182  0.4552
H: 3.354 -4.222 -0.805  0.3793
H: 4.562 -4.999 0.207  0.2116
H: 5.831 -4.531 -3.329  0.3822
H: 4.181 -4.824 -2.880  0.3404
H: 6.616 -6.464 -2.060  0.2365
H: 5.197 -6.961 -2.957  0.4006
H: 5.062 -6.644 -1.233  0.2799
H: 6.612 -2.552 -0.499  0.3295
H: 7.256 -3.323 -1.901  0.4274
H: 6.767 -4.903 0.688  0.2547
H: 8.241 -3.999 0.369  0.3736
H: 7.810 -5.340 -0.672  0.2854

Cartesian forces (eV/Å) of the 6 atoms listed first:
-0.4 0.1 0.1
0.2 -0.5 -0.4
1.7 -1.6 1.9
-4.7 2.9 -0.8
2.4 -0.3 -0.1
0.3 -1.9 0.2

=====

Here is a 9-piece molecular cluster, C38H50F16O23 overall at a distorted geometry from the Open Molecules 2025 dataset. Energies are from the ωB97M-V functional and the def2-TZVPD basis.

**Maximum force**: 5.061 eV Å⁻¹
**Charge**: +1
**Multiplicity**: 2
**LUMO level (alpha / beta)**: -3.4491 / -9.3261 eV
**Total energy**: -4805.959521 Ha

Each line ends with the Mulliken charge.
Positions of all 127 atoms, in Å:
C: 4.196 0.641 -4.630  -1.6445
C: 3.240 -0.440 -4.448  0.6312
C: 3.747 -1.725 -3.861  -0.6020
O: 2.538 -2.177 -3.225  -0.1932
C: 1.714 -1.250 -2.976  -0.0090
O: 0.658 -1.398 -2.411  -0.3399
O: 2.185 -0.031 -3.528  0.1048
H: 5.171 0.341 -5.013  0.4355
H: 4.557 1.196 -3.764  0.3639
H: 3.917 1.354 -5.405  0.3000
H: 2.676 -0.618 -5.364  0.2580
H: 4.624 -1.704 -3.215  0.3102
H: 3.968 -2.373 -4.710  0.3738
C: -7.779 1.492 -0.854  -1.5640
C: -6.257 1.378 -0.846  0.5245
C: -5.563 1.073 0.479  -0.0528
O: -4.971 -0.164 0.314  -0.2842
C: -5.273 -0.732 -0.869  0.6859
O: -4.903 -1.808 -1.284  -0.5769
O: -5.984 0.219 -1.583  -0.3761
H: -8.066 0.731 -0.128  0.3717
H: -8.257 1.442 -1.832  0.3466
H: -8.122 2.403 -0.364  0.4044
H: -5.981 2.322 -1.317  0.2782
H: -6.279 1.037 1.300  0.2878
H: -4.791 1.826 0.636  0.0316
C: -2.778 6.585 5.442  -1.2173
C: -3.510 6.160 4.129  0.3361
C: -2.658 6.541 2.832  -0.4403
O: -2.891 5.392 2.021  -0.2734
C: -3.331 4.306 2.751  0.6442
O: -3.642 3.170 2.453  -0.5563
O: -3.509 4.727 4.023  -0.3572
H: -3.076 7.563 5.821  0.3533
H: -1.727 6.749 5.204  0.2948
H: -2.829 5.803 6.200  0.3250
H: -4.485 6.621 3.967  0.3517
H: -1.591 6.515 3.053  0.2247
H: -2.931 7.491 2.372  0.3206
C: -2.195 -4.549 -0.819  -1.8464
C: -0.707 -4.293 -0.397  1.3401
C: -0.172 -4.956 0.844  -0.0349
O: 1.016 -5.525 0.365  -0.1944
C: 0.973 -5.617 -0.932  0.7748
O: 1.867 -6.164 -1.663  -0.1401
O: -0.046 -4.993 -1.409  -0.2571
H: -2.508 -4.080 -1.752  0.3428
H: -2.905 -4.345 -0.018  0.4456
H: -2.317 -5.632 -0.803  0.5076
H: -0.602 -3.209 -0.346  -0.3109
H: -0.813 -5.718 1.288  0.2956
H: 0.017 -4.187 1.592  0.0847
C: -0.630 0.031 0.014  -0.1131
C: -1.253 0.656 1.295  0.2654
C: -2.084 -0.291 2.148  0.1696
O: -1.491 -0.218 3.385  -0.3712
C: -0.444 0.542 3.438  0.4223
O: 0.158 0.790 4.488  -0.6265
O: -0.236 1.051 2.181  -0.0791
H: -0.544 0.690 -0.849  -0.2463
H: -1.346 -0.698 -0.367  0.4887
H: 0.363 -0.274 0.345  -0.1033
H: -1.907 1.458 0.955  -0.0307
H: -2.080 -1.229 1.593  0.0780
H: -3.093 0.121 2.160  0.1245
C: -0.048 -1.927 6.970  -1.5526
C: 0.386 -2.546 5.661  1.4838
C: 1.848 -2.970 5.559  -0.3642
O: 1.750 -4.207 4.832  -0.3225
C: 0.534 -4.703 4.970  0.6442
O: 0.242 -5.802 4.473  -0.6382
O: -0.314 -3.815 5.510  -0.3588
H: 0.483 -0.990 7.138  0.3559
H: 0.293 -2.624 7.735  0.4377
H: -1.128 -1.803 7.041  0.3539
H: 0.213 -1.880 4.816  -0.5805
H: 2.329 -3.009 6.536  0.2852
H: 2.478 -2.257 5.028  0.2422
C: 1.674 4.212 -0.920  -1.7238
C: 0.991 3.605 0.289  1.3379
C: 1.967 2.832 1.207  0.1525
O: 1.477 3.232 2.389  -0.2516
C: 0.796 4.392 2.380  0.6228
O: 0.494 5.064 3.394  -0.6155
O: 0.515 4.705 1.074  -0.4485
H: 1.071 4.831 -1.584  0.3536
H: 2.133 3.371 -1.440  0.3131
H: 2.497 4.858 -0.614  0.4283
H: 0.192 3.004 -0.145  -0.2114
H: 2.990 3.205 1.168  0.4031
H: 1.875 1.751 1.099  -0.1681
C: -1.203 2.368 -4.365  -1.0858
C: -2.528 1.732 -3.972  1.0249
C: -2.418 0.231 -4.169  -0.0432
F: -1.520 -0.275 -3.335  -0.0947
F: -3.577 -0.365 -4.001  -0.2726
F: -2.805 1.983 -2.667  -0.1577
F: -3.422 2.180 -4.802  -0.3128
O: -0.739 2.012 -5.652  -0.3896
C: 0.402 2.706 -5.993  0.9467
C: 0.719 2.264 -7.459  0.1525
F: 1.676 2.978 -8.057  -0.2810
F: 1.051 0.950 -7.614  -0.2456
F: 0.230 3.998 -5.948  -0.2919
F: 1.419 2.383 -5.175  -0.2310
H: -0.433 2.012 -3.681  0.3594
H: -1.313 3.451 -4.302  0.4470
H: -2.114 -0.044 -5.179  0.1487
H: -0.225 2.327 -8.000  0.2356
C: 6.164 -4.011 0.655  -0.8460
C: 6.255 -5.015 -0.571  0.9352
C: 5.697 -4.406 -1.894  0.9113
F: 6.293 -3.389 -2.563  -0.2979
F: 5.415 -5.330 -2.807  -0.3203
F: 7.499 -5.452 -0.717  -0.3087
F: 5.509 -6.040 -0.243  -0.2576
O: 4.866 -3.596 1.012  -0.3271
C: 4.183 -2.403 0.690  0.6670
C: 3.087 -2.154 1.743  0.4449
F: 3.514 -1.828 2.967  -0.3178
F: 2.319 -1.169 1.462  -0.2579
F: 4.928 -1.336 0.526  -0.2986
F: 3.630 -2.625 -0.456  -0.2446
H: 6.730 -3.123 0.373  0.4009
H: 6.833 -4.509 1.356  0.4244
H: 4.682 -4.044 -1.732  -0.4234
H: 2.429 -3.009 1.898  -0.0280

Cartesian forces (eV/Å) of the 6 atoms listed first:
2.3 1.8 -1.0
-1.1 0.7 0.4
-0.5 -0.1 -1.2
2.6 -3.5 0.0
-2.3 3.8 -0.1
1.1 0.3 -0.1